#a
Formula: C59H47FGeN7O8Pb
Source: the OMol25 dataset
Level of theory: ωB97M-V/def2-TZVPD

LUMO = 0.78 eV
Charge = -1
E_HOMO = -3.615 eV
Orbital gap = 4.40 eV

Atoms and positions in Å:
1 Pb -0.30 1.78 -0.36
2 O 5.06 5.54 0.57
3 C 3.99 4.77 0.24
4 C 2.76 5.32 -0.08
5 C 1.72 4.46 -0.40
6 N 1.88 3.14 -0.40
7 C 3.06 2.61 -0.10
8 C 4.16 3.39 0.22
9 C 3.14 1.08 -0.16
10 O 4.26 0.55 -0.16
11 O 2.03 0.51 -0.19
12 C 0.32 5.00 -0.73
13 O 0.19 6.22 -0.78
14 O -0.58 4.12 -0.90
15 H 4.78 6.47 0.55
16 H 2.57 6.38 -0.09
17 H 5.10 2.92 0.45
18 N -7.11 -4.02 -6.85
19 C -6.42 -3.37 -6.20
20 C -5.55 -2.56 -5.39
21 C -5.39 -2.86 -4.04
22 C -4.54 -2.08 -3.27
23 C -3.84 -1.02 -3.83
24 C -4.01 -0.73 -5.18
25 C -4.86 -1.49 -5.96
26 C -2.90 -0.21 -2.99
27 C -3.52 0.71 -2.16
28 C -4.93 1.01 -2.16
29 C -5.13 1.99 -1.24
30 C -3.84 2.25 -0.67
31 N -2.90 1.51 -1.20
32 C -1.54 -0.52 -3.19
33 C -1.06 -1.58 -4.02
34 C 0.32 -1.55 -3.92
35 C 0.62 -0.48 -3.04
36 N -0.47 0.14 -2.61
37 H -5.93 -3.69 -3.60
38 H -4.41 -2.29 -2.21
39 H -3.46 0.09 -5.61
40 H -4.99 -1.27 -7.01
41 H -5.67 0.56 -2.80
42 H -6.06 2.47 -0.97
43 H -3.60 2.98 0.10
44 H -1.65 -2.27 -4.60
45 H 1.03 -2.19 -4.42
46 H 1.59 -0.14 -2.70
47 F 0.73 -4.14 -2.91
48 C 1.46 -3.66 -1.86
49 C 0.85 -2.92 -0.88
50 C 1.60 -2.40 0.16
51 C 0.89 -1.57 1.18
52 O -0.33 -1.54 1.18
53 C 1.80 -0.83 2.05
54 C 3.10 -1.13 2.08
55 N 3.71 -2.04 1.24
56 C 5.13 -2.21 1.30
57 C 5.68 -3.55 1.72
58 C 5.77 -2.36 2.64
59 C 2.98 -2.61 0.23
60 C 3.59 -3.36 -0.78
61 C 2.83 -3.86 -1.82
62 N 3.57 -4.58 -2.86
63 C 2.86 -5.60 -3.69
64 C 3.92 -6.33 -4.55
65 N 5.24 -5.90 -4.10
66 C 5.47 -4.49 -4.42
67 C 4.33 -3.67 -3.78
68 C 1.42 0.47 2.68
69 O 2.26 1.21 3.16
70 O 0.17 0.78 2.43
71 H -0.22 -2.71 -0.91
72 H 3.77 -0.53 2.68
73 H 5.68 -1.65 0.55
74 H 6.59 -3.90 1.23
75 H 4.96 -4.31 1.97
76 H 6.73 -1.89 2.78
77 H 5.12 -2.36 3.50
78 H 4.66 -3.54 -0.76
79 H 2.13 -5.08 -4.30
80 H 2.33 -6.27 -3.01
81 H 3.75 -6.10 -5.61
82 H 3.83 -7.40 -4.42
83 H 5.98 -6.49 -4.45
84 H 4.30 -5.14 -2.38
85 H 5.49 -4.30 -5.50
86 H 6.43 -4.19 -4.01
87 H 3.61 -3.32 -4.51
88 H 4.68 -2.82 -3.21
89 C -0.21 2.21 2.33
90 Ge -1.74 2.45 3.48
91 C -1.39 2.39 5.43
92 C -1.17 3.58 6.14
93 C -0.81 3.57 7.48
94 C -0.65 2.36 8.15
95 C -0.86 1.17 7.46
96 C -1.23 1.19 6.12
97 C -3.08 1.07 3.08
98 C -2.77 -0.29 3.18
99 C -3.68 -1.27 2.81
100 C -4.93 -0.91 2.33
101 C -5.26 0.43 2.22
102 C -4.34 1.41 2.59
103 C -2.54 4.20 3.10
104 C -2.11 4.89 1.96
105 C -2.67 6.11 1.60
106 C -3.67 6.66 2.38
107 C -4.11 6.00 3.52
108 C -3.55 4.78 3.87
109 H 0.66 2.78 2.65
110 H -1.29 4.53 5.63
111 H -0.65 4.50 8.00
112 H -0.37 2.35 9.19
113 H -0.74 0.22 7.98
114 H -1.40 0.25 5.62
115 H -1.78 -0.60 3.50
116 H -3.40 -2.31 2.88
117 H -5.64 -1.67 2.03
118 H -6.22 0.73 1.83
119 H -4.61 2.45 2.49
120 H -1.35 4.46 1.33
121 H -2.31 6.60 0.70
122 H -4.12 7.61 2.10
123 H -4.90 6.43 4.13
124 H -3.90 4.27 4.77

---

#b
Formula: C59H47FGeN7O8Pb
Source: the OMol25 dataset
Level of theory: ωB97M-V/def2-TZVPD

LUMO = -0.49 eV
Charge = -1
E_HOMO = -4.127 eV
Orbital gap = 3.64 eV

Atoms and positions in Å:
1 Pb -0.80 0.71 0.33
2 O 5.49 -0.36 2.86
3 C 4.22 -0.26 2.38
4 C 3.87 -0.77 1.14
5 C 2.55 -0.64 0.74
6 N 1.63 0.00 1.46
7 C 1.98 0.47 2.68
8 C 3.26 0.35 3.18
9 C 0.86 1.04 3.58
10 O 1.17 1.21 4.78
11 O -0.25 1.23 3.02
12 C 2.09 -1.42 -0.47
13 O 2.96 -1.85 -1.34
14 O 0.78 -1.05 -0.95
15 H 6.01 -0.84 2.21
16 H 4.56 -1.30 0.49
17 H 3.48 0.70 4.18
18 N -2.44 2.43 -10.07
19 C -2.21 2.21 -8.97
20 C -1.93 1.93 -7.57
21 C -1.04 0.91 -7.23
22 C -0.78 0.64 -5.90
23 C -1.40 1.37 -4.90
24 C -2.29 2.39 -5.24
25 C -2.55 2.67 -6.57
26 C -1.15 1.06 -3.45
27 C -2.01 0.12 -2.90
28 C -3.04 -0.57 -3.63
29 C -3.62 -1.46 -2.75
30 C -2.93 -1.28 -1.52
31 N -1.99 -0.36 -1.60
32 C -0.06 1.76 -2.89
33 C 0.86 2.55 -3.64
34 C 1.85 2.95 -2.75
35 C 1.49 2.41 -1.50
36 N 0.36 1.71 -1.57
37 H -0.56 0.33 -8.02
38 H -0.10 -0.15 -5.62
39 H -2.77 2.96 -4.45
40 H -3.25 3.46 -6.84
41 H -3.31 -0.41 -4.66
42 H -4.43 -2.14 -2.95
43 H -3.11 -1.80 -0.58
44 H 0.80 2.77 -4.69
45 H 2.72 3.54 -2.97
46 H 2.02 2.51 -0.56
47 F -1.01 -2.04 5.90
48 C -1.95 -1.16 5.49
49 C -2.07 -0.86 4.16
50 C -3.06 0.01 3.74
51 C -3.17 0.28 2.28
52 O -2.54 -0.42 1.50
53 C -4.06 1.35 1.92
54 C -4.89 1.84 2.86
55 N -4.88 1.50 4.20
56 C -5.80 2.13 5.11
57 C -5.27 3.03 6.18
58 C -6.00 3.61 5.01
59 C -3.93 0.59 4.66
60 C -3.81 0.25 6.02
61 C -2.82 -0.61 6.43
62 N -2.74 -0.93 7.84
63 C -3.50 -2.13 8.17
64 C -3.64 -2.24 9.67
65 N -2.25 -2.28 10.26
66 C -1.49 -1.02 9.91
67 C -1.39 -0.97 8.40
68 C -4.07 2.01 0.54
69 O -5.18 2.34 0.08
70 O -2.90 2.20 0.12
71 H -1.40 -1.29 3.42
72 H -5.62 2.58 2.57
73 H -6.67 1.53 5.35
74 H -4.19 3.18 6.21
75 H -5.75 3.02 7.15
76 H -5.42 4.14 4.27
77 H -7.01 3.98 5.15
78 H -4.48 0.67 6.76
79 H -3.04 -3.05 7.77
80 H -4.50 -2.05 7.73
81 H -4.17 -3.14 9.97
82 H -4.13 -1.36 10.08
83 H -1.76 -3.06 9.84
84 H -2.28 -2.43 11.27
85 H -0.51 -1.08 10.38
86 H -2.05 -0.18 10.31
87 H -0.80 -1.83 8.06
88 H -0.86 -0.07 8.11
89 C 0.83 -2.30 -0.20
90 Ge 1.24 -3.94 -1.15
91 C 0.14 -5.37 -0.27
92 C 0.04 -6.65 -0.84
93 C -0.64 -7.69 -0.21
94 C -1.24 -7.47 1.03
95 C -1.15 -6.22 1.62
96 C -0.46 -5.19 0.98
97 C 0.76 -3.98 -3.04
98 C 1.62 -3.47 -4.01
99 C 1.26 -3.48 -5.35
100 C 0.02 -3.97 -5.74
101 C -0.86 -4.46 -4.78
102 C -0.49 -4.47 -3.44
103 C 3.02 -4.64 -0.77
104 C 3.42 -4.73 0.57
105 C 4.68 -5.19 0.91
106 C 5.58 -5.57 -0.09
107 C 5.19 -5.49 -1.42
108 C 3.92 -5.03 -1.75
109 H 0.23 -2.27 0.71
110 H 0.51 -6.84 -1.80
111 H -0.70 -8.66 -0.68
112 H -1.77 -8.27 1.52
113 H -1.61 -6.04 2.59
114 H -0.40 -4.22 1.47
115 H 2.57 -3.03 -3.70
116 H 1.94 -3.09 -6.10
117 H -0.27 -3.97 -6.78
118 H -1.83 -4.83 -5.07
119 H -1.18 -4.85 -2.69
120 H 2.74 -4.42 1.36
121 H 4.98 -5.26 1.95
122 H 6.57 -5.92 0.17
123 H 5.88 -5.78 -2.20
124 H 3.63 -4.97 -2.80

---

Most stable: #a. Least stable: #b.